Entry 1:
{"formula": "C43H91Br21", "method": "ωB97M-V/def2-TZVPD", "species": ["Br", "Br", "Br", "Br", "Br", "Br", "Br", "Br", "Br", "Br", "Br", "Br", "Br", "Br", "Br", "Br", "Br", "Br", "Br", "Br", "Br", "C", "C", "C", "C", "C", "C", "C", "C", "C", "C", "C", "C", "C", "C", "C", "C", "C", "C", "C", "C", "C", "C", "C", "C", "C", "C", "C", "C", "C", "C", "C", "C", "C", "C", "C", "C", "C", "C", "C", "C", "C", "C", "C", "H", "H", "H", "H", "H", "H", "H", "H", "H", "H", "H", "H", "H", "H", "H", "H", "H", "H", "H", "H", "H", "H", "H", "H", "H", "H", "H", "H", "H", "H", "H", "H", "H", "H", "H", "H", "H", "H", "H", "H", "H", "H", "H", "H", "H", "H", "H", "H", "H", "H", "H", "H", "H", "H", "H", "H", "H", "H", "H", "H", "H", "H", "H", "H", "H", "H", "H", "H", "H", "H", "H", "H", "H", "H", "H", "H", "H", "H", "H", "H", "H", "H", "H", "H", "H", "H", "H", "H", "H", "H", "H"], "xyz": [[-2.32918, -2.67591, 0.93986], [1.81010, -1.68864, -4.75830], [3.61456, 3.90958, 0.44965], [-0.30211, 0.38774, 7.16857], [-0.35532, -5.11512, 6.27973], [3.69006, -4.25745, 2.55876], [-2.50004, 4.65236, 5.99706], [1.19320, 0.53068, -2.29159], [3.29755, -6.02059, 5.28564], [1.14612, 1.33702, -5.47931], [4.69249, -2.90771, 5.31637], [-2.03237, -2.96304, 4.45837], [2.87877, 0.06025, 6.71680], [2.52751, 5.82298, 3.02609], [0.77487, 5.38059, 0.24455], [1.43816, 2.64952, 5.35747], [-2.63307, -5.66577, -0.40804], [-1.23918, 4.15921, 3.00986], [-5.05929, -4.33084, 1.46429], [1.08784, -2.49368, 5.11392], [-3.41396, 6.41387, 3.55162], [-1.73352, -3.26275, -2.75532], [-1.85792, 5.49720, 4.32519], [-2.88251, 4.05543, -2.66303], [0.71567, 0.22460, 1.47167], [-0.95825, -4.28590, -3.55231], [3.26936, -0.42154, 2.10900], [-6.75325, -4.12863, 5.12715], [2.29544, -3.60320, -1.80216], [6.27935, 3.84193, -3.50512], [5.00141, -7.97556, -1.50996], [5.99589, 1.13194, -0.59386], [-3.18716, 0.35675, 5.11204], [5.68426, 3.88953, -4.91077], [-6.68441, -2.57629, 4.95629], [1.95340, 0.19319, -4.11745], [4.51390, 0.26621, 2.72951], [-2.91705, 0.33625, -3.46458], [-1.78960, -1.91563, -3.50640], [4.39751, -4.56745, 4.34080], [-3.36311, 0.46894, -4.92247], [6.03669, 5.06555, -5.82826], [4.22452, -7.07463, -2.44920], [-4.56819, 6.39238, -4.52736], [2.12064, 4.60345, 1.51747], [5.81661, 2.58166, -2.70608], [-5.18262, 7.78920, -4.62973], [-4.18828, 0.29964, 3.98736], [1.39625, 1.34019, 6.95417], [-3.06606, -4.53804, 1.16584], [3.64487, -5.80146, -1.74175], [-1.71307, 0.94831, 1.08412], [6.47597, 2.41034, -1.35054], [-2.69474, 3.96039, -1.16374], [1.88591, 0.21202, 2.55119], [2.60607, -4.96467, -2.44357], [-5.46575, -0.39570, 4.37094], [-0.55416, -3.20548, 5.77885], [1.29477, -3.76241, -0.60385], [-4.75923, 5.73358, -3.10597], [-0.62596, 0.55038, 2.10339], [-4.31489, 4.29646, -3.05813], [-2.91577, -1.12819, -3.01345], [-5.31897, -1.97437, 4.62065], [-1.67319, 3.78558, -0.82617], [-7.73265, -4.45384, 5.47798], [3.44514, -7.69602, -2.89023], [4.60034, 3.79525, -4.97654], [-5.00359, 3.77990, -2.38958], [3.38737, -1.50008, 2.21365], [-7.39881, -2.25727, 4.19738], [-4.98989, 5.76667, -5.31396], [-3.31549, 3.19805, -0.69298], [7.53331, 2.43541, -1.61418], [-3.71430, 1.50056, -4.94552], [0.91887, 0.91426, 0.65241], [-0.97909, 6.08772, 4.58411], [5.92075, 4.75986, -3.03936], [-1.23105, -3.09311, -1.80304], [-7.12189, -2.13137, 5.85003], [-3.02681, -0.63232, 5.54116], [0.52122, -4.45707, -0.93120], [5.36974, -0.40863, 2.71457], [1.60712, 3.72479, 1.90778], [-1.57947, -4.74908, -4.31890], [5.92328, 2.96983, -5.44476], [-5.83036, 5.69084, -2.90861], [-5.86117, 0.02679, 5.29465], [7.35368, 3.94768, -3.65589], [-6.49510, -4.67643, 4.22085], [-4.07417, -0.22779, -5.36639], [3.38304, -0.38745, 1.02548], [-2.24559, 0.71594, 4.69665], [-1.95803, 0.10904, 0.43317], [7.09637, 5.06882, -6.08354], [-0.07243, -3.87715, -4.03848], [-2.49800, 0.25235, -5.54917], [-4.51601, 8.62673, -4.42409], [1.75299, -5.61674, -2.63112], [1.80224, -2.90226, -2.47561], [4.95123, 1.31866, -0.34504], [2.16106, 1.22336, 2.85049], [5.40995, -4.96412, 4.26535], [-1.00727, -0.29330, 2.67862], [-3.85331, -1.55667, -3.36773], [4.73736, 2.61800, -2.55774], [-0.44808, 1.31826, 2.85626], [1.52118, 1.82350, 7.92314], [-1.44228, 1.91102, 0.65059], [5.69471, 4.95874, -6.85770], [4.35031, 0.50589, 3.78017], [-2.98178, -1.08917, -1.92615], [-6.32255, -0.31782, 3.70168], [-3.10557, 4.83161, -0.65356], [6.38826, 3.26840, -0.68410], [6.01827, 0.19085, -1.14335], [4.49473, -5.14303, -1.56206], [-3.51255, 1.06978, 5.86952], [4.91021, -6.80535, -3.25258], [4.79235, 1.20577, 2.25223], [3.16977, -3.06064, -1.44259], [-2.67793, -3.76455, -2.54459], [5.98200, -7.64206, -1.17035], [-6.04034, 7.94881, -3.97632], [-2.54875, 3.12088, -3.11396], [1.84183, -4.29315, 0.17533], [-0.69254, -5.05176, -2.82364], [-0.78453, -2.62477, 6.67205], [-4.92985, -2.44069, 3.71554], [-4.29953, 6.29500, -2.29258], [-1.92376, -2.08552, -4.57468], [6.53808, 0.95515, 0.33506], [-3.66594, 0.87756, -2.88643], [-3.73746, -0.26607, 3.17199], [-2.60283, 1.13755, 1.68464], [-4.56766, -2.21493, 5.37282], [0.71454, -0.73223, 0.94961], [4.46420, -8.16821, -0.58131], [-5.49538, 8.04740, -5.64147], [6.04545, 1.65817, -3.23795], [-4.45788, 3.73864, -3.98359], [-2.20229, 4.81650, -3.04533], [5.76589, 6.02929, -5.39699], [0.84092, -2.82602, -0.27935], [3.38218, -6.03017, -0.70889], [-6.13861, -4.38359, 5.99047], [-0.83570, -1.41896, -3.32898], [2.99515, 0.51383, -4.10975], [5.26975, -8.94155, -1.93767], [-2.56216, -4.96919, 2.03088], [1.57255, -0.27944, 3.47226], [-1.94561, 0.78810, -3.26399], [-3.50029, 6.46582, -4.73304], [-4.37937, 1.29981, 3.59844], [2.95081, -4.71154, -3.44616]], "forces_ev_per_angstrom": [[-0.4396, -1.3115, 0.0824], [0.2558, 1.3201, 0.4393], [-0.4015, 0.5142, 0.7968], [0.5342, 0.5400, -0.3638], [-0.2754, 1.0680, -0.2117], [0.2070, -0.1967, 0.6385], [0.5740, 0.2169, -0.6847], [0.5716, -0.4356, -1.3219], [1.0109, 1.5429, -0.6842], [0.0052, -0.1936, 0.5577], [-0.3982, -0.5233, -0.1338], [1.0838, -0.3589, 0.8812], [-0.5921, 0.8238, 0.2522], [-0.0823, -0.8626, -1.1423], [0.9145, -0.2085, 0.7908], [-0.2863, -1.1177, 1.8798], [-0.4091, 0.6145, 1.1760], [-0.2997, 0.4107, 0.7389], [1.7303, -0.4909, -0.2582], [-0.1478, -0.3094, -0.1759], [1.0193, 0.0482, 0.2851], [0.6409, 0.2396, -0.9220], [-0.8133, -1.1062, -0.0482], [0.7204, -0.5613, 0.4894], [1.2760, -0.4818, 0.9204], [0.1236, -0.4721, 0.3642], [-0.0060, 0.4624, -0.5268], [0.0085, 1.1027, 0.5723], [-1.7652, -0.0844, 1.2719], [-1.0597, -0.0505, -0.5873], [0.5534, -0.5395, 0.8403], [0.0883, 0.8754, -0.2145], [0.1721, 0.3985, -0.1062], [-0.6708, -0.7197, -1.4327], [-0.4866, -0.6991, -0.0784], [-0.5148, -0.0275, -0.1930], [-0.5241, -0.3148, 0.2747], [-1.2370, -1.1742, -0.0995], [0.2544, -1.6056, 0.3793], [-0.2088, -0.6995, 0.2761], [1.2880, 0.4485, -0.0095], [1.0830, -0.2742, -0.0409], [-0.2216, 0.4213, 0.3702], [0.1913, 0.3347, 1.2311], [-0.6436, 0.1715, -0.7226], [0.0812, 0.8326, 0.0425], [-0.0611, 0.7439, -0.2702], [-0.1815, -0.3908, -0.6335], [0.1765, -0.3404, -0.9592], [-0.4689, 0.9918, -0.8715], [1.6320, -0.1213, 0.2749], [0.2438, 0.1951, 1.8327], [0.6958, -0.6078, 0.0428], [-0.5372, 0.0851, 0.8539], [0.8411, -0.4836, -1.2133], [0.2296, 0.2939, -0.8941], [-0.6307, -2.0201, 1.0436], [-0.4085, -0.5290, -0.3660], [1.0202, -0.6804, -0.9023], [-0.6564, 0.1727, -1.6640], [-0.0849, -0.3099, -0.3616], [-0.0706, -0.7883, -0.1127], [-1.2992, 2.0476, 0.7117], [-0.3538, 1.1654, -0.1589], [0.0628, 0.1630, -0.1619], [-0.3113, 0.1836, -0.4088], [-0.2869, 0.2042, -0.0846], [-0.3819, 0.2710, 0.8776], [0.2518, -0.2342, 0.4352], [-0.5810, -0.0436, 0.8036], [0.0069, -0.1334, -0.3961], [-0.1065, -0.2703, 0.2566], [0.0317, -0.5891, -0.3717], [0.3910, -0.5593, 0.4679], [0.0298, -0.0231, -1.1305], [0.2911, 0.5134, 0.1444], [-0.5515, 0.2988, -0.2351], [0.1730, -0.0045, 0.5777], [-0.1098, -0.0003, 0.1078], [0.3416, 0.1142, 0.3383], [0.0123, 0.2000, 0.1486], [-0.2863, 0.1541, 0.0828], [0.0966, 0.0377, -0.1830], [0.2453, 0.2985, 0.1898], [-0.0180, 0.0383, -0.0920], [0.6262, -0.2107, -0.0691], [-0.1654, 0.4836, 0.0340], [0.0898, 0.1247, 0.3228], [0.2034, -0.3147, 0.4871], [0.2125, -0.0106, 0.1984], [-0.6072, -0.0111, 0.8972], [-0.1880, 0.5892, -0.3543], [0.2045, -0.0062, 0.2322], [0.2494, 0.4071, -0.5386], [0.4884, 0.2284, 0.7278], [0.1240, -0.0723, 0.1742], [0.2095, 0.7598, -0.3151], [0.4277, -0.2582, 0.4603], [-0.5910, 0.4188, 0.2395], [0.1593, -0.4257, -0.2955], [-0.1401, -0.1968, 0.1948], [-0.3446, 0.2757, -0.0972], [-0.4875, -0.1981, -0.1665], [0.1557, -0.3054, 0.0909], [-0.1503, -0.2166, 0.1347], [-0.2680, 0.0780, -0.2749], [-0.2249, 0.3781, -0.0496], [0.2458, 0.3724, -0.6268], [-0.0804, -0.3369, -0.7560], [-1.0255, -0.0218, 0.2450], [-0.1504, -0.0460, 0.1698], [0.2204, -0.4542, 0.2588], [0.3434, 0.3160, -0.5933], [0.3920, 0.5483, -0.0695], [-0.4518, 0.1803, -0.0325], [0.1890, 0.1855, -0.4048], [0.4024, 0.1436, -0.1285], [0.0433, -0.0948, 0.2215], [-0.2325, 0.3065, -0.2238], [-0.1266, -0.0374, -0.2029], [0.3913, -0.2863, -0.1019], [-0.4075, 0.7429, 0.0503], [0.0039, 0.7837, -0.1556], [-0.1306, -0.2748, 0.0006], [0.1141, -0.0782, -0.0102], [-0.2625, 0.2814, 0.5152], [0.4218, -0.4076, -0.3814], [-0.2154, -0.3383, -0.2089], [-0.0784, 0.0403, -0.2825], [0.1090, 0.2478, -0.1416], [0.2717, -0.0482, -0.1944], [0.0234, 0.1911, 0.0118], [0.1020, 0.0452, 0.3732], [0.0704, -0.0402, -0.2998], [-0.2929, 0.0791, -0.1855], [-0.2140, 0.1977, 0.3038], [-0.2079, -0.3783, 0.1744], [-0.2756, -0.1177, -0.0353], [-0.2447, -0.3835, -0.1598], [-0.0667, 0.0472, -0.4317], [-0.3101, 0.5164, -0.5029], [-0.1182, 0.2389, -0.2166], [-0.0627, 0.0136, -0.1877], [0.1987, -0.0801, 0.1863], [-0.5880, -0.4036, 0.0010], [0.5705, -0.3021, -0.3321], [0.0464, 0.1159, -0.1990], [-0.2140, -0.4704, 0.2801], [-0.4446, -0.1207, -0.2930], [-0.4119, 0.1015, -0.1123], [-0.3008, -0.0228, -0.0635], [0.0533, 0.1483, -0.2504], [0.1198, -0.0968, -0.0910], [-0.0546, 0.1148, 0.0150], [0.3613, -0.2451, -0.2768]], "energy_ha": -55747.083297, "spin_multiplicity": 1, "gap_ev": 9.286, "e_homo_ev": -10.093, "e_above_lowest_ev": 0.000, "total_charge": 0}


Entry 2:
{"formula": "C18H23N5O4STi", "method": "ωB97M-V/def2-TZVPD", "species": ["Ti", "S", "O", "O", "O", "O", "N", "N", "N", "N", "N", "C", "C", "C", "C", "C", "C", "C", "C", "C", "C", "C", "C", "C", "C", "C", "C", "C", "C", "H", "H", "H", "H", "H", "H", "H", "H", "H", "H", "H", "H", "H", "H", "H", "H", "H", "H", "H", "H", "H", "H", "H"], "xyz": [[0.10540, 0.40113, -0.00835], [2.19505, 1.41242, -0.71019], [-3.51562, 1.79306, -0.18330], [-0.17781, 2.50120, 0.51072], [-1.72339, 0.47334, 0.08636], [-0.55802, 1.24621, -1.83949], [-0.32310, -1.57833, 0.77709], [0.85988, 0.70530, 2.00809], [1.78214, -0.63236, -2.39937], [1.03853, -1.02732, -1.31588], [3.19972, 0.99656, -3.13635], [0.57745, 1.84164, 2.66654], [0.97475, 2.05121, 3.97467], [-1.99407, 1.46221, -2.04341], [2.06808, -0.07476, 3.91378], [0.90364, -2.29703, -1.11936], [-2.24152, 2.85486, -2.57790], [-1.53360, -3.03002, 2.22294], [1.61518, -0.22593, 2.62523], [-1.12091, -1.76888, 1.82978], [-1.11391, -4.12526, 1.48788], [-0.29979, -3.92624, 0.37836], [0.07288, -2.63925, 0.04817], [1.72486, 1.07927, 4.61165], [-2.56109, 0.36542, -2.92928], [1.53220, -3.35016, -1.95501], [-2.52873, 1.30011, -0.62044], [2.39303, 0.50137, -2.19766], [-0.16667, 2.89302, 1.88977], [-3.31452, 3.03362, -2.61761], [1.86045, -1.11016, 2.05321], [0.36999, 3.08462, -0.03501], [1.98108, -4.11536, -1.32153], [-2.17757, -3.14071, 3.08320], [2.67858, -0.84405, 4.36361], [-1.79593, 3.60822, -1.92935], [3.42306, 0.44025, -3.94713], [0.32673, 3.85739, 2.00265], [0.77121, -3.83484, -2.57319], [0.71471, 2.97484, 4.47436], [-1.83764, 2.95619, -3.58581], [2.28221, -2.92350, -2.61086], [3.70128, 1.85392, -2.98325], [-1.20073, 2.99093, 2.22376], [-2.35162, -0.62185, -2.51574], [-0.05764, 1.21530, -2.66781], [0.02624, -4.76235, -0.22310], [-2.13578, 0.43307, -3.93195], [-1.44390, -0.88455, 2.36270], [2.05613, 1.22425, 5.63108], [-1.42057, -5.12502, 1.76432], [-3.64029, 0.48699, -3.01160]], "forces_ev_per_angstrom": [[-0.0017, -0.0724, -0.0096], [0.1531, 0.0233, 0.0553], [0.0255, -0.0254, -0.0453], [0.0147, 0.1686, -0.1796], [0.1063, -0.1952, 0.2534], [0.1636, -0.0395, -0.0670], [-0.0109, -0.0221, 0.0460], [-0.0546, 0.0078, -0.0188], [0.0945, -0.0156, -0.2570], [-0.0978, 0.0718, 0.1767], [0.0169, 0.0255, -0.0285], [-0.0402, 0.0170, -0.0672], [0.0343, -0.0076, 0.0248], [-0.1857, 0.0277, 0.0203], [-0.0105, 0.0413, 0.0283], [0.0318, 0.0783, -0.0155], [0.0432, -0.0132, 0.0211], [0.0098, -0.0636, -0.0226], [0.0221, -0.0115, 0.0128], [0.0046, 0.0239, 0.0064], [-0.0183, 0.0423, 0.0314], [0.0167, -0.0241, -0.0350], [-0.0324, -0.0105, 0.0423], [-0.0060, -0.0256, -0.0380], [0.0482, -0.0070, 0.0046], [-0.0319, 0.0039, -0.0514], [-0.1187, 0.1308, -0.1349], [-0.0769, -0.0546, 0.1398], [0.0355, -0.0653, 0.1157], [-0.0055, 0.0022, 0.0041], [-0.0083, 0.0065, -0.0137], [0.0308, 0.0050, 0.0633], [-0.0034, -0.0031, 0.0021], [0.0001, 0.0100, 0.0038], [0.0000, -0.0039, -0.0052], [-0.0061, 0.0119, -0.0139], [-0.0090, -0.0087, 0.0067], [-0.0438, 0.0206, -0.0227], [-0.0090, -0.0066, 0.0134], [0.0027, 0.0031, -0.0029], [0.0010, 0.0000, 0.0008], [-0.0003, -0.0008, 0.0042], [0.0025, 0.0021, -0.0039], [-0.0099, -0.0553, -0.0164], [-0.0036, -0.0027, -0.0105], [-0.0808, -0.0115, -0.0092], [0.0083, 0.0113, -0.0079], [-0.0008, -0.0004, 0.0006], [0.0062, 0.0033, -0.0053], [0.0012, 0.0016, 0.0018], [-0.0035, 0.0006, 0.0025], [-0.0041, 0.0056, -0.0001]], "energy_ha": -2521.754947, "spin_multiplicity": 1, "gap_ev": 7.209, "e_homo_ev": -14.787, "e_above_lowest_ev": 0.000, "total_charge": 2}